Record 1
# C9H6BrN2O4W

A molecular structure, C9H6BrN2O4W (the ωB97M-V functional and the def2-TZVPD basis, the Open Molecules 2025 dataset).

relative energy (zero: lowest compared OMol25 entry of this formula, charge and spin): 19.9 kcal per mole
LUMO: -14.552 eV
energy: -92436.0297 eV

```
! wB97M-V def2-TZVPD RIJCOSX def2/J DEFGRID3
* xyz 3 1
W -1.20014 1.04454 -0.59208
O -4.93101 -0.70529 -0.35342
C -4.01324 -0.25512 0.08022
O -2.50836 0.35249 -1.36312
C -3.17116 0.22439 1.40806
O -3.74160 0.07924 2.40208
O -1.94995 0.67662 1.13882
Br -1.44986 3.33019 -0.85445
N 2.58999 1.29999 -0.72897
C 1.67490 1.76835 -1.54968
N 0.57783 0.94780 -1.57917
C 0.90542 -0.11194 -0.72609
C 0.06947 -1.19596 -0.41997
C 0.50534 -2.00612 0.64642
C 1.73592 -1.76983 1.25778
C 2.59364 -0.72393 0.87839
C 2.12759 0.13083 -0.10298
H 3.49555 1.74511 -0.57997
H 1.77063 2.68708 -2.11530
H -0.65637 -1.57043 -1.14256
H -0.06754 -2.88166 0.92471
H 2.07558 -2.45058 2.02892
H 3.56737 -0.61576 1.34237
*
```

These are the natural (NBO) partial charges, in e, on atoms 1 to 6: 1.9439 -0.1362 0.7238 -0.5080 0.7518 -0.2379

***

Record 2
# C9H6CaN2O4

A molecular structure, C9H6CaN2O4 (the ωB97M-V functional and the def2-TZVPD basis, the Open Molecules 2025 dataset).

relative energy (zero: lowest compared OMol25 entry of this formula, charge and spin): 4.3 kcal per mole
LUMO: -8.188 eV
energy: -39023.5827 eV

```
! wB97M-V def2-TZVPD RIJCOSX def2/J DEFGRID3
* xyz 2 1
O 0.33325 -2.62511 -2.81148
C 0.52339 -1.53363 -2.46772
Ca 1.48825 0.69319 -1.55738
O -3.36146 0.41836 -4.80150
C -2.40311 0.50753 -4.19642
C 2.88207 0.57965 -3.77760
O 3.61525 0.45905 -4.66778
C 0.49002 2.94340 -2.46191
O 0.20359 4.03837 -2.65740
N -0.51426 -0.82124 4.20976
C -0.37091 -0.56673 2.90696
C 0.91647 -0.34035 2.41048
C 1.05377 -0.03952 1.04785
N -0.04936 -0.00133 0.21990
C -1.32355 -0.22444 0.72269
C -1.50002 -0.52206 2.07880
H 0.25479 -0.85730 4.83084
H -1.42850 -0.98452 4.60706
H 1.73074 -0.40686 3.13464
H 2.08194 0.16050 0.62433
H -2.17457 -0.16151 0.03011
H -2.44781 -0.71544 2.57579
*
```

These are the natural (NBO) partial charges, in e, on atoms 1 to 6: -0.3465 0.4004 1.7386 -0.4308 0.4378 0.3796

***

Record 3
# C9H6N2O4Ti

A molecular structure, C9H6N2O4Ti (the ωB97M-V functional and the def2-TZVPD basis, the Open Molecules 2025 dataset).

relative energy (zero: lowest compared OMol25 entry of this formula, charge and spin): 57.5 kcal per mole
⟨S²⟩: 2.012
LUMO (alpha / beta): -10.907 / -10.771 eV
energy: -43694.9154 eV

```
! wB97M-V def2-TZVPD RIJCOSX def2/J DEFGRID3
* xyz 2 3
O 1.83029 -1.47390 1.82010
C 1.12437 -0.90560 1.11838
Ti 0.00000 0.00000 0.00000
C -1.52509 -0.97309 -0.24948
C 0.82395 0.26334 -1.60843
O -2.48226 -1.58388 -0.40613
O 1.34104 0.42833 -2.61786
N -1.57665 6.45456 1.19763
C -1.19800 5.32708 0.54297
O -0.88341 5.41688 -0.63545
C -1.14764 3.98587 1.20731
C -1.50382 3.79203 2.55831
C -1.43264 2.52289 3.13051
C -1.00588 1.44718 2.35845
N -0.66200 1.63154 1.05742
C -0.72303 2.85776 0.47243
H -1.59448 7.35649 0.69842
H -1.85094 6.46022 2.18644
H -1.83537 4.59941 3.19084
H -1.70267 2.37459 4.16835
H -0.94094 0.46034 2.79721
H -0.43150 2.95068 -0.56552
*
```

These are the natural (NBO) partial charges, in e, on atoms 1 to 6: -0.2024 0.4540 0.8747 0.4590 0.4566 -0.2009

***

Record 4
# C9H6N2O5Sr

A molecular structure, C9H6N2O5Sr (the ωB97M-V functional and the def2-TZVPD basis, the Open Molecules 2025 dataset).

relative energy (zero: lowest compared OMol25 entry of this formula, charge and spin): 11.6 kcal per mole
LUMO: -8.180 eV
energy: -23467.8539 eV

```
! wB97M-V def2-TZVPD RIJCOSX def2/J DEFGRID3
* xyz 2 1
O -5.32218 -1.55937 1.11635
C -4.24960 -1.22245 0.87080
Sr -1.64064 -0.42996 0.29996
O -3.28309 2.96127 0.24754
C -2.97052 1.85621 0.30293
C -1.40287 -3.02337 0.49533
O -1.00775 -4.09267 0.53360
C -2.67581 -0.83500 -2.09932
O -2.85558 -0.93588 -3.22600
C -1.70214 -0.31258 2.91212
O -1.43752 -0.18978 4.01402
C 4.00564 0.34170 -0.07601
N 2.61346 0.55230 -0.35280
C 2.04693 1.47027 -1.23297
C 0.70132 1.34005 -1.19201
N 0.47168 0.32309 -0.26893
C 1.61924 -0.14306 0.22862
H 4.47200 0.07429 -1.01054
H 4.39475 1.27669 0.29385
H 4.09537 -0.45108 0.66009
H 2.61765 2.14687 -1.82274
H -0.17086 1.80702 -1.67235
H 1.68051 -0.95457 0.97844
*
```

These are the natural (NBO) partial charges, in e, on atoms 1 to 6: -0.3584 0.4021 1.6090 -0.3387 0.4070 0.4041

***

Record 5
# C9H6S2

C9H6S2 in the gas phase (the ωB97M-V functional and the def2-TZVPD basis, the Open Molecules 2025 dataset).

relative energy (zero: lowest compared OMol25 entry of this formula, charge and spin): 7.0 kcal per mole
SMILES: c1cc2c(s1)-c1sccc1C2
LUMO: 0.350 eV
energy: -31098.5092 eV

```
! wB97M-V def2-TZVPD RIJCOSX def2/J DEFGRID3
* xyz 0 1
S 2.40684 -1.53067 0.62611
S 1.48272 0.84957 -2.37063
C 1.46920 -2.02306 2.02733
C -0.17749 1.63210 -2.80228
C 0.24932 -1.32942 2.19373
C -1.05535 1.68519 -1.72146
C 1.12127 -0.49606 0.13724
C 0.76174 0.36521 -0.81954
C -0.00829 -0.57498 0.96190
C -0.49130 0.89105 -0.61343
C -1.19631 0.16556 0.48118
H 1.94264 -2.59465 2.81122
H -0.47979 2.02549 -3.68061
H -0.43795 -1.50655 2.97059
H -2.02979 2.07753 -1.67495
H -1.47542 0.84192 1.22539
H -2.08205 -0.47824 0.24821
*
```

These are the natural (NBO) partial charges, in e, on atoms 1 to 6: 0.4483 0.3243 -0.4034 -0.3108 -0.2384 -0.2360

***

Record 6
# C9H74NO29

29 unconnected molecules or ions with the total composition C9H74NO29 (the ωB97M-V functional and the def2-TZVPD basis, the Open Molecules 2025 dataset).

relative energy (zero: lowest compared OMol25 entry of this formula, charge and spin): 0.0 kcal per mole
LUMO: 1.816 eV
energy: -71404.4651 eV

```
! wB97M-V def2-TZVPD RIJCOSX def2/J DEFGRID3
* xyz -1 1
C -0.39356 1.67382 1.67168
C -0.86802 0.50661 0.79383
C -1.24634 1.12110 -0.61967
C -0.01231 1.06714 -1.58975
C 0.67220 -0.30302 -1.70235
C 1.27247 -0.79563 -0.38555
N 0.20790 -0.58214 0.71272
O 0.43855 -1.29988 1.97132
C 2.54008 -0.04263 -0.13056
C 1.67401 -2.30835 -0.57099
C -2.26677 0.07304 1.43307
H 0.34900 2.22589 1.09554
H 0.01427 1.43527 2.65396
H -1.21095 2.36898 1.86331
H -1.56009 2.15250 -0.45881
H -2.08235 0.59899 -1.08506
H 0.68712 1.84099 -1.27345
H -0.35001 1.21725 -2.61519
H 1.45515 -0.21689 -2.45579
H -0.01225 -1.05883 -2.08756
H 2.26970 1.00358 0.01240
H 3.36176 -0.08534 -0.84549
H 2.91621 -0.37277 0.83776
H 2.40199 -2.36826 -1.38003
H 0.86608 -3.03387 -0.66573
H 2.09231 -2.59274 0.39454
H -2.27105 -0.17935 2.49344
H -2.71146 -0.72351 0.83653
H -2.90326 0.95194 1.33047
O -1.32597 -3.43684 1.08692
H -0.83119 -2.64976 1.31482
H -1.06304 -3.63366 0.18784
O 2.91499 2.46638 -2.42767
H 2.81361 1.64493 -1.94687
H 3.52493 2.98043 -1.89856
O 2.64878 -1.47611 3.50395
H 1.84672 -1.36562 2.99333
H 3.06115 -2.25806 3.13690
O -5.03090 0.11588 3.45217
H -5.32359 0.11788 4.36353
H -4.29268 -0.49329 3.43854
O 5.03331 -2.47647 0.49636
H 5.90434 -2.44999 0.89240
H 4.43211 -2.50661 1.24060
O 2.08484 -4.71956 -3.15349
H 1.57349 -5.39058 -3.60569
H 1.43536 -4.08177 -2.85747
O -1.96316 4.80658 -1.62540
H -1.88543 4.83374 -0.67175
H -1.07469 4.62810 -1.93361
O -4.60185 3.00204 2.77560
H -3.92566 3.52359 3.20802
H -4.47750 2.11675 3.11770
O -1.86543 -3.02829 -2.19331
H -1.28791 -2.27891 -2.33873
H -2.74704 -2.65546 -2.19355
O 3.27900 -0.81319 -4.42239
H 2.45091 -1.26268 -4.25370
H 3.75562 -0.86939 -3.59420
O 5.42523 -1.67897 -2.37755
H 5.96182 -2.43463 -2.61689
H 5.27892 -1.77688 -1.43668
O -4.20618 3.37151 0.00367
H -4.21754 2.85482 0.80936
H -3.39211 3.87276 0.05150
O 2.60047 1.66540 2.80084
H 2.11843 0.96812 2.35624
H 2.55490 1.43472 3.72871
O 0.84326 1.12576 -6.03586
H 1.51683 0.57482 -5.63711
H 0.22283 1.29698 -5.32736
O -1.57641 0.82907 -4.74330
H -1.87023 1.52089 -4.15061
H -2.10861 0.06915 -4.50770
O 5.22625 1.90459 1.60007
H 5.60119 2.57244 2.17420
H 4.35775 1.73463 1.96484
O -6.00328 0.21468 0.79502
H -5.47061 0.17951 1.58954
H -5.37900 0.40917 0.09597
O 3.58642 -3.83140 2.52427
H 2.90479 -4.35843 2.10731
H 4.05256 -4.44643 3.09056
O 0.91056 4.78760 -1.74899
H 1.80280 4.86502 -1.41113
H 0.99388 4.22723 -2.52053
O -4.53268 -1.92846 -1.48981
H -4.47842 -0.99047 -1.67274
H -5.08602 -2.27762 -2.18847
O -3.12621 -0.91491 4.98873
H -3.39488 -1.45394 5.73270
H -2.29597 -1.29638 4.70340
O -1.94537 4.58054 1.18383
H -2.17008 4.96428 2.03146
H -1.10340 4.14969 1.33108
O -4.86486 0.96430 -1.53290
H -5.49437 1.68262 -1.59576
H -4.06143 1.31496 -1.91729
O 3.66075 -4.73750 -0.41138
H 3.87699 -5.11148 -1.26555
H 4.05245 -3.86423 -0.42563
O 1.77239 -5.73729 1.21355
H 0.94968 -5.67151 0.72871
H 2.40689 -5.26464 0.67482
O -0.79910 -1.89080 4.53270
H -0.51699 -1.59111 3.66851
H -0.44402 -2.77657 4.60726
O -2.74412 2.73376 -3.26579
H -3.60898 3.04388 -3.53423
H -2.49441 3.31277 -2.54563
O 1.57326 4.28457 2.03459
H 1.21531 4.53054 2.88759
H 1.52568 3.32865 2.02097
*
```

These are the Mulliken partial charges, in e, on atoms 1 to 6: -1.5253 1.2683 0.2521 0.1413 0.2498 2.7979

***

Record 7
# C9H7AgBrN2O3S5

A molecular structure, C9H7AgBrN2O3S5 (the ωB97M-V functional and the def2-TZVPD basis, the Open Molecules 2025 dataset).

LUMO: 2.123 eV
energy: -146787.7898 eV

```
! wB97M-V def2-TZVPD RIJCOSX def2/J DEFGRID3
* xyz -1 1
Ag 1.77272 0.54948 -0.59166
O -3.44503 -1.43290 -4.56782
C -2.44308 -0.99196 -3.76197
C -1.47140 -1.83767 -3.24002
C -0.49235 -1.28781 -2.43463
N -0.43981 0.01084 -2.13179
C -1.37283 0.78396 -2.63882
Br -1.27585 2.62411 -2.19022
C -2.40340 0.35951 -3.46086
H -3.34674 -2.38157 -4.70065
H -1.47053 -2.89769 -3.46279
H 0.30394 -1.89447 -2.02434
H -3.14298 1.04071 -3.85281
C -1.32004 -0.10434 4.28291
S -0.73227 1.59980 4.45768
C 0.93400 1.40278 3.96585
C 1.36011 1.17572 2.69740
S 0.38065 1.03101 1.28330
S 3.09737 1.00526 2.55519
C 3.52751 1.15193 4.22392
S 5.08620 1.17360 4.77026
S 2.16029 1.46630 5.21108
H -2.38101 -0.10122 4.53154
H -0.78755 -0.76359 4.96579
H -1.18624 -0.42961 3.25278
O 3.24151 0.63552 -2.34396
N 3.26923 -0.55347 -2.73398
O 2.57757 -1.33423 -2.06138
*
```

These are the natural (NBO) partial charges, in e, on atoms 1 to 6: 0.6557 -0.6583 0.3468 -0.3474 0.0831 -0.4846

***

Record 8
# C9H7Cl2F

C9H7Cl2F in the gas phase (the ωB97M-V functional and the def2-TZVPD basis, the Open Molecules 2025 dataset).

relative energy (zero: lowest compared OMol25 entry of this formula, charge and spin): 0.0 kcal per mole
SMILES: F[C@@]1(c2ccccc2)CC1(Cl)Cl
LUMO: 0.743 eV
energy: -37206.8809 eV

```
! wB97M-V def2-TZVPD RIJCOSX def2/J DEFGRID3
* xyz 0 1
C -1.52113 1.68529 -1.34525
C -1.97110 1.36734 -0.07234
C -0.66797 0.95747 -2.08244
C -1.38142 0.28750 0.62882
C -0.05733 -0.10910 -1.42980
C -0.36793 -0.37884 -0.07099
C 1.16054 -0.99148 1.94383
C 0.63925 -1.40826 0.57563
C 2.01148 -0.81016 0.66167
F 0.41426 -2.74100 0.30068
Cl 3.49016 -1.76367 0.69614
Cl 2.36334 0.86187 0.10145
H -1.96407 2.62053 -1.81080
H -2.83580 1.95527 0.20148
H -0.55614 1.14612 -3.13440
H -1.68009 -0.12004 1.50837
H 0.78812 -0.63700 -1.88258
H 0.68413 -0.18890 2.49525
H 1.45171 -1.73292 2.71527
*
```

These are the natural (NBO) partial charges, in e, on atoms 1 to 6: -0.1934 -0.2110 -0.2208 -0.1951 -0.1672 -0.0623

***

Record 9
# C9H7ErN3O5

A molecular structure, C9H7ErN3O5 (the ωB97M-V functional and the def2-TZVPD basis, the Open Molecules 2025 dataset).

⟨S²⟩: 3.753
LUMO (alpha / beta): -13.366 / -13.263 eV
energy: -51746.3476 eV

```
! wB97M-V def2-TZVPD RIJCOSX def2/J DEFGRID3
* xyz 3 4
O 0.43858 -3.15495 -2.39480
C 0.37069 -2.00189 -2.38804
Er 0.13871 0.49416 -1.98515
O -2.67873 0.32230 -4.11290
C -1.70245 0.33286 -3.49368
C 2.33086 0.39427 -3.33641
O 3.29832 0.37559 -3.96351
C 0.37224 2.95864 -2.30312
O 0.37014 4.10399 -2.37487
C -2.38009 0.61196 2.59963
N -1.15068 0.11459 1.99888
C -0.21609 -0.50607 2.80228
C 0.96196 -0.94987 2.26115
C 1.21682 -0.75899 0.89822
N 0.28159 -0.17903 0.12363
C -0.89978 0.26832 0.67887
O -1.67874 0.84203 -0.17435
N 2.34452 -1.06312 0.23279
H -3.26298 0.14191 2.18750
H -2.49073 1.68166 2.48279
H -2.38111 0.41016 3.66133
H -0.48929 -0.59086 3.84251
H 1.71168 -1.43369 2.84971
H 3.11743 -1.53444 0.67745
H 2.37714 -0.87953 -0.76993
*
```

These are the natural (NBO) partial charges, in e, on atoms 1 to 6: -0.2462 0.4413 1.8008 -0.1996 0.4177 0.4309

***

Record 10
# C9H7F2NO3

2 unconnected molecules or ions with the total composition C9H7F2NO3 (the ωB97M-V functional and the def2-TZVPD basis, the Open Molecules 2025 dataset).

SMILES: O=[N+]([O-])/C=C/F.O=C1C=CC=C/C1=C\F
LUMO (alpha / beta): -1.005 / -1.006 eV
energy: -22507.8658 eV

```
! wB97M-V def2-TZVPD RIJCOSX def2/J DEFGRID3
* xyz 0 1
C 2.57577 0.85991 1.12838
C 2.18052 -0.47068 1.43842
C 2.04136 1.39617 0.01876
C 1.25037 -1.20671 0.72652
C 1.11260 0.68510 -0.89774
C 0.64863 -0.66079 -0.45227
C 0.54629 1.15531 -1.98045
C -2.63822 -0.31598 -0.20784
C -3.15952 -1.49819 0.18310
N -1.86582 0.50349 0.62943
O -1.44882 1.54695 0.16329
O -1.66028 0.08778 1.74101
O -0.19666 -1.25077 -1.12125
F 0.94826 2.32926 -2.46153
F -3.82097 -2.28555 -0.71385
H 3.26537 1.40407 1.64543
H 2.65916 -1.07327 2.23069
H 2.54102 2.21141 -0.54696
H 1.09185 -2.25088 1.04747
H -0.25447 0.62706 -2.42663
H -2.66178 0.19711 -1.18921
H -3.15465 -1.99078 1.04523
*
```

These are the natural (NBO) partial charges, in e, on atoms 1 to 6: -0.2579 -0.1162 -0.1145 -0.3071 -0.2755 0.4953

***

Record 11
# C9H7N2O5Ru

A molecular structure, C9H7N2O5Ru (the ωB97M-V functional and the def2-TZVPD basis, the Open Molecules 2025 dataset).

⟨S²⟩: 8.779
LUMO (alpha / beta): -7.749 / -12.251 eV
energy: -25219.8006 eV

```
! wB97M-V def2-TZVPD RIJCOSX def2/J DEFGRID3
* xyz 2 6
O -1.25979 2.69572 -6.28191
C -1.27767 2.65026 -5.13029
Ru -1.27561 0.39458 -1.04682
C -1.41105 0.92572 0.87663
O -1.49157 1.14216 1.98790
C -1.35391 -1.46845 -1.12459
O -1.38843 -2.63797 -1.16621
C 0.67228 0.54166 -1.38914
O 1.80149 0.45093 -1.62030
C -3.22819 0.48890 -1.34276
O -4.37950 0.37538 -1.49560
H -1.22992 0.20133 -2.70666
C 1.74174 1.30540 1.30805
C 1.32722 -0.09353 1.39878
N 0.34929 -0.74478 0.80268
C 0.18806 -1.96353 1.39428
C 1.18064 -2.12497 2.33124
N 1.91281 -0.92373 2.30599
H 1.67106 1.76332 2.30542
H 2.78508 1.34970 0.97312
H 1.13199 1.89423 0.62506
H -0.60291 -2.61843 1.17104
H 1.41731 -2.97540 2.95405
H 2.71958 -0.62852 2.87007
*
```

These are the natural (NBO) partial charges, in e, on atoms 1 to 6: -0.4622 0.4681 0.6261 0.3907 -0.3630 0.4612

***

Record 12
# C9H7N3

2 unconnected molecules or ions with the total composition C9H7N3 (the ωB97M-V functional and the def2-TZVPD basis, the Open Molecules 2025 dataset).

relative energy (zero: lowest compared OMol25 entry of this formula, charge and spin): 229.7 kcal per mole
SMILES: C#CC1=CN(C#C)NN=C1.C#C
LUMO: 0.227 eV
energy: -13906.8046 eV

```
! wB97M-V def2-TZVPD RIJCOSX def2/J DEFGRID3
* xyz 0 1
C -3.43796 0.94626 -0.27551
C 1.41629 -2.53882 3.35796
C -0.73353 2.71425 -2.21237
C -2.31967 0.46333 -0.17286
C 0.93988 -1.91383 2.45451
C 0.17129 2.06034 -2.63955
C -0.74192 -0.73625 1.14061
C -1.19000 -0.35562 -0.05571
C -0.38627 -0.73067 -1.21542
N 1.25720 -1.67988 0.10020
N 0.43449 -1.39482 1.35949
N 0.75265 -1.26081 -1.11351
H -4.32692 1.58121 -0.34333
H 2.04887 -2.64827 4.21769
H -1.44080 3.36958 -1.97964
H -1.31398 -0.45905 2.11831
H 0.91168 1.33732 -2.88792
H -0.66089 -0.46858 -2.16930
H 2.29458 -1.36302 0.35616
*
```

These are the natural (NBO) partial charges, in e, on atoms 1 to 6: -0.2402 -0.2680 -0.2060 -0.0039 0.1367 -0.2429